Here is C35H42GeN2Si2Tb as an isolated structure in a non-equilibrium geometry from the Open Molecules 2025 dataset. Energies are from ωB97M-V with the def2-TZVPD basis set.

Atoms and positions in Å:
Tb -0.669 -1.034 -0.360
C -2.010 -0.575 -4.505
Si -1.515 -1.695 -2.965
C -0.517 -3.129 -3.860
C -3.226 -2.638 -2.673
C -3.793 -3.245 -3.792
C -4.977 -3.957 -3.749
C -5.642 -4.072 -2.543
C -5.097 -3.475 -1.423
C -3.900 -2.761 -1.443
Si -3.302 -2.034 0.293
C -4.957 -1.116 0.834
C -3.484 -3.650 1.398
H -2.443 -1.141 -5.327
H -1.136 -0.054 -4.895
H -2.735 0.182 -4.213
H -1.036 -3.556 -4.715
H -0.325 -3.935 -3.154
H 0.450 -2.771 -4.208
H -3.285 -3.160 -4.742
H -5.375 -4.416 -4.646
H -6.574 -4.620 -2.476
H -5.629 -3.572 -0.487
H -5.838 -1.752 0.793
H -5.155 -0.256 0.198
H -4.877 -0.749 1.855
H -4.453 -4.137 1.309
H -3.340 -3.415 2.451
H -2.728 -4.383 1.126
C 0.949 -2.576 0.517
Ge 2.000 -1.096 1.043
C 2.504 -0.241 -0.724
C 2.412 1.086 -1.134
C 2.946 1.512 -2.341
C 3.585 0.616 -3.180
C 3.639 -0.721 -2.818
C 3.104 -1.133 -1.614
C 1.458 0.389 2.442
C 0.973 -0.234 3.593
C 0.422 0.467 4.644
C 0.293 1.846 4.557
C 0.753 2.493 3.425
C 1.333 1.775 2.390
C 3.820 -1.551 1.855
C 4.017 -2.892 2.154
C 5.156 -3.335 2.799
C 6.143 -2.424 3.144
C 5.980 -1.086 2.823
C 4.825 -0.658 2.190
H 0.633 -3.178 1.400
H 1.936 1.819 -0.494
H 2.875 2.556 -2.626
H 4.048 0.958 -4.099
H 4.113 -1.439 -3.477
H 3.159 -2.176 -1.326
H 1.055 -1.315 3.659
H 0.082 -0.054 5.531
H -0.144 2.413 5.370
H 0.669 3.573 3.359
H 1.725 2.320 1.541
H 3.240 -3.590 1.866
H 5.279 -4.385 3.042
H 7.036 -2.756 3.662
H 6.759 -0.375 3.076
H 4.698 0.392 1.955
N -0.893 1.467 -0.185
C -0.929 2.624 -0.022
N -0.981 3.914 0.098
C -0.495 4.794 -0.949
C 0.729 5.603 -0.472
C 0.797 5.601 1.054
C -0.600 5.790 1.630
C -1.454 4.554 1.316
H -1.308 5.474 -1.236
H -0.237 4.187 -1.818
H 0.644 6.628 -0.837
H 1.646 5.179 -0.881
H 1.468 6.385 1.401
H 1.197 4.648 1.396
H -1.049 6.683 1.191
H -0.551 5.931 2.709
H -2.510 4.837 1.202
H -1.383 3.820 2.122

## Properties
- HOMO (alpha / beta) (eV) = -3.221 / -3.839
- expectation value of S² = 12.4502
- spin multiplicity = 7
- LUMO (alpha / beta) (eV) = 1.9 / 1.9
- HOMO-LUMO gap (alpha / beta) (eV) = 5.15 / 5.77
- charge = -1
- energy relative to the best compared isomer or geometry (same formula, charge and spin) (kJ/mol) = 245.5

Atomic partial charges in e from the Löwdin method, atoms 1 to 5: atom 1 (Tb): 0.884, atom 2 (C): -0.276, atom 3 (Si): 0.495, atom 4 (C): -0.269, atom 5 (C): -0.328

=====

Here is a 18-piece molecular cluster, C34H97N7O41S8 overall in a non-equilibrium geometry from the Open Molecules 2025 dataset. Energies are from ωB97M-V with the def2-TZVPD basis set.

Atoms and positions in Å:
C -3.976 -7.452 -0.710
O -3.631 -6.108 -0.828
H -4.227 -7.943 -1.650
H -3.245 -8.076 -0.196
H -4.888 -7.558 -0.122
H -4.318 -5.869 -1.454
C -12.804 -1.209 4.305
O -12.413 -0.142 5.167
H -12.332 -1.234 3.323
H -12.491 -2.107 4.839
H -13.879 -1.366 4.387
H -11.455 -0.083 5.176
C -5.414 -3.495 -2.347
O -5.669 -4.911 -2.527
H -5.494 -3.015 -3.322
H -6.012 -2.923 -1.637
H -4.374 -3.326 -2.068
H -6.242 -5.019 -3.290
O -14.519 4.716 2.419
S -14.631 3.532 3.222
O -15.868 2.700 3.319
O -13.401 2.467 2.710
C -12.184 2.929 2.003
C -11.291 1.717 1.752
C -13.901 3.866 4.882
H -11.665 3.668 2.614
H -12.460 3.484 1.106
H -10.420 2.127 1.243
H -11.859 0.978 1.187
H -10.952 1.293 2.697
H -12.882 4.194 4.678
H -13.776 2.953 5.464
H -14.515 4.602 5.401
O -3.203 -1.221 0.847
S -3.689 -0.220 -0.093
O -3.440 -0.379 -1.501
O -5.343 -0.051 0.109
C -6.050 0.832 -0.732
C -7.465 0.351 -1.018
C -3.206 1.456 0.539
H -5.569 1.097 -1.674
H -6.221 1.762 -0.191
H -7.958 1.040 -1.703
H -7.983 0.285 -0.061
H -7.379 -0.622 -1.501
H -3.761 2.150 -0.092
H -2.131 1.633 0.527
H -3.594 1.558 1.552
O -7.899 -3.843 7.557
S -8.705 -2.943 8.421
O -9.494 -3.396 9.550
O -7.774 -1.559 8.791
C -6.617 -1.344 8.064
C -5.421 -0.768 8.910
C -9.873 -2.017 7.320
H -6.905 -0.747 7.199
H -6.229 -2.299 7.710
H -4.497 -0.707 8.334
H -5.383 -1.484 9.730
H -5.616 0.236 9.287
H -10.713 -1.786 7.976
H -10.204 -2.727 6.563
H -9.406 -1.151 6.850
O -13.637 -6.222 -2.026
S -12.293 -6.225 -2.635
O -12.137 -5.913 -4.059
O -11.290 -5.206 -1.698
C -10.113 -4.782 -2.335
C -9.159 -4.343 -1.262
C -11.484 -7.881 -2.184
H -10.361 -3.925 -2.961
H -9.677 -5.594 -2.917
H -8.237 -3.948 -1.689
H -8.879 -5.182 -0.625
H -9.539 -3.549 -0.618
H -10.408 -7.848 -2.011
H -11.827 -8.572 -2.954
H -11.850 -8.142 -1.191
O -2.010 -7.967 5.205
S -2.018 -9.274 4.546
O -1.925 -10.530 5.314
O -3.473 -9.401 3.784
C -4.041 -8.211 3.258
C -5.371 -8.547 2.491
C -0.972 -9.250 3.149
H -3.495 -7.775 2.421
H -4.157 -7.432 4.012
H -5.918 -7.697 2.083
H -6.054 -9.023 3.194
H -5.196 -9.217 1.649
H 0.051 -9.096 3.492
H -1.239 -8.451 2.458
H -1.050 -10.242 2.703
O -2.701 1.932 4.210
S -3.353 1.841 5.542
O -4.117 2.951 6.044
O -4.333 0.468 5.708
C -3.777 -0.788 5.342
C -3.918 -1.042 3.863
C -2.070 1.437 6.828
H -4.256 -1.607 5.878
H -2.736 -0.866 5.656
H -4.992 -0.974 3.690
H -3.636 -2.046 3.544
H -3.314 -0.358 3.267
H -1.625 2.376 7.157
H -1.322 0.751 6.431
H -2.548 1.092 7.745
O -10.069 1.343 5.244
S -10.393 2.095 6.491
O -11.048 3.441 6.483
O -11.077 1.126 7.724
C -12.362 1.417 8.187
C -12.848 0.104 8.744
C -8.735 2.133 7.375
H -13.034 1.722 7.385
H -12.319 2.164 8.980
H -12.973 -0.555 7.885
H -13.905 0.216 8.984
H -12.201 -0.271 9.537
H -8.678 1.149 7.842
H -8.763 2.876 8.172
H -7.961 2.286 6.624
O -9.734 -2.649 4.137
S -8.389 -2.288 3.738
O -7.336 -2.128 4.800
O -7.888 -3.380 2.571
C -6.475 -3.319 2.250
C -6.299 -4.510 1.302
C -8.519 -0.787 2.682
H -5.785 -3.419 3.087
H -6.266 -2.326 1.851
H -6.602 -5.473 1.713
H -5.270 -4.394 0.960
H -6.848 -4.477 0.361
H -9.259 -1.012 1.914
H -7.579 -0.528 2.195
H -8.995 -0.035 3.311
C -1.804 -4.076 1.674
N -1.268 -5.459 2.019
O -0.846 -5.688 3.174
O -1.326 -6.281 1.101
H -2.014 -3.479 2.562
H -2.610 -4.184 0.949
H -0.965 -3.581 1.185
C -8.543 -5.958 4.946
N -7.690 -7.220 5.161
O -6.471 -7.109 4.944
O -8.317 -8.254 5.368
H -9.362 -5.953 5.665
H -8.922 -5.978 3.925
H -7.912 -5.069 4.942
C -12.642 -2.004 -1.405
N -11.465 -1.362 -0.792
O -10.686 -0.797 -1.529
O -11.249 -1.496 0.399
H -12.974 -2.776 -0.712
H -12.508 -2.438 -2.396
H -13.325 -1.169 -1.558
C -10.951 -4.639 1.936
N -12.426 -4.558 1.909
O -13.011 -3.496 2.132
O -13.045 -5.607 1.583
H -10.481 -5.377 1.287
H -10.662 -4.869 2.962
H -10.572 -3.662 1.638
C -3.519 -5.474 6.190
N -3.236 -4.680 4.972
O -2.340 -3.787 5.017
O -3.883 -5.035 3.962
H -4.229 -4.905 6.790
H -2.567 -5.729 6.655
H -4.032 -6.366 5.831
C -6.851 4.069 4.070
N -6.730 2.754 3.341
O -5.748 2.547 2.596
O -7.639 1.968 3.470
H -6.157 3.896 4.892
H -7.805 4.283 4.553
H -6.453 4.869 3.445
C -9.491 -9.186 2.314
N -9.472 -7.904 1.519
O -10.205 -7.770 0.550
O -8.676 -7.057 1.856
H -10.148 -9.838 1.738
H -9.819 -9.069 3.347
H -8.513 -9.662 2.242

## Properties
- HOMO (alpha / beta) (eV) = -11.337 / -11.337
- expectation value of S² = 0.7541
- spin multiplicity = 2
- LUMO (alpha / beta) (eV) = -2.5 / -9.3
- HOMO-LUMO gap (alpha / beta) (eV) = 8.79 / 2.08
- charge = +1

Atomic partial charges in e from the Löwdin method, atoms 1 to 5: atom 1 (C): -0.180, atom 2 (O): -0.113, atom 3 (H): 0.085, atom 4 (H): 0.078, atom 5 (H): 0.056

=====

What is the charge in the second record? +1